Model one:
Entry from the OMol25 dataset: 2 unconnected molecules or ions with the total composition C5H15N3O (ωB97M-V/def2-TZVPD).

Summary:
Orbital gap, eV: 8.476
Structure (SMILES): C/C(N)=C\N.C[C@H](N)O

```
! RIJCOSX wB97M-V def2-TZVPD def2/J DEFGRID3
* xyz 0 1
C 2.271 -0.594 0.511
C 1.695 -0.536 1.905
N 2.081 0.575 -0.249
O 1.356 -1.526 -0.434
H 0.441 -1.624 -0.079
H 3.250 -1.085 0.468
H 1.438 -0.196 -0.979
H 2.970 0.885 -0.630
H 2.350 0.079 2.525
H 1.623 -1.531 2.343
H 0.717 -0.059 1.887
C -1.236 1.592 0.196
C -1.648 0.688 -0.931
N -1.929 1.365 -2.136
N -1.427 -1.409 0.331
C -1.754 -0.640 -0.827
H -2.008 0.751 -2.935
H -1.268 2.107 -2.329
H -1.502 -0.868 1.185
H -2.026 -2.221 0.422
H -2.008 -1.242 -1.690
H -1.542 1.205 1.169
H -0.148 1.708 0.204
H -1.695 2.574 0.075
*
```

For reference, the natural (NBO) charges in units of e are:
1 C 0.261
2 C -0.645
3 N -0.960
4 O -0.814
5 H 0.505
6 H 0.171
7 H 0.453
8 H 0.356
9 H 0.221
10 H 0.212
11 H 0.210
12 C -0.676
13 C 0.138
14 N -0.814
15 N -0.849
16 C -0.126
17 H 0.368
18 H 0.369
19 H 0.371
20 H 0.377
21 H 0.186
22 H 0.202
23 H 0.260
24 H 0.223

***

Model two:
Entry from the OMol25 dataset: a molecular structure, C5H15N3O (ωB97M-V/def2-TZVPD).

Summary:
Orbital gap, eV: 8.295

```
! RIJCOSX wB97M-V def2-TZVPD def2/J DEFGRID3
* xyz 0 1
C 1.693 -0.772 0.019
C 1.561 -0.895 -1.466
N 1.297 1.077 0.559
H 1.655 1.857 0.016
H 1.512 1.262 1.534
H 1.344 -1.632 0.578
H 2.717 -0.558 0.310
H 1.698 0.064 -1.963
H 2.354 -1.558 -1.831
H 0.620 -1.358 -1.757
C -1.885 -0.725 -0.329
C -0.909 -0.525 1.854
N -0.763 -0.215 0.438
C -0.405 1.295 0.228
N -0.527 1.650 -1.169
O -0.877 2.107 1.056
H -1.188 2.399 -1.309
H -0.505 0.908 -1.852
H -2.172 -1.721 0.016
H -2.758 -0.066 -0.232
H -1.637 -0.804 -1.388
H -0.114 -0.073 2.445
H -0.873 -1.610 1.995
H -1.839 -0.105 2.247
*
```

For reference, the natural (NBO) charges in units of e are:
1 C -0.050
2 C -0.675
3 N -0.736
4 H 0.399
5 H 0.391
6 H 0.218
7 H 0.182
8 H 0.233
9 H 0.233
10 H 0.221
11 C -0.407
12 C -0.413
13 N -0.546
14 C 0.771
15 N -0.924
16 O -0.798
17 H 0.403
18 H 0.369
19 H 0.197
20 H 0.183
21 H 0.178
22 H 0.197
23 H 0.181
24 H 0.196

***

Model three:
Entry from the OMol25 dataset: a single C5H15N3O molecule (ωB97M-V/def2-TZVPD).

Summary:
Orbital gap, eV: 9.265
Structure (SMILES): CN([C@H](N)O)C(C)(C)N

```
! RIJCOSX wB97M-V def2-TZVPD def2/J DEFGRID3
* xyz 0 1
C 0.207 -0.606 -0.854
C -0.487 0.136 -1.994
C -0.494 -1.931 -0.536
N 1.527 -0.893 -1.334
H -0.186 2.246 0.393
H 2.064 -0.052 -1.504
H 2.049 -1.504 -0.720
H -0.526 -0.539 -2.847
H 0.093 1.020 -2.273
H -1.493 0.449 -1.739
H -0.360 -2.077 0.553
H -0.044 -2.742 -1.098
H -1.560 -1.880 -0.753
C 1.481 0.228 1.188
C -0.615 1.310 0.798
N -0.702 1.466 2.240
O -1.896 1.230 0.228
N 0.190 0.144 0.531
H -2.277 0.381 0.487
H -1.305 2.250 2.459
H -1.103 0.625 2.644
H 2.190 0.885 0.667
H 1.912 -0.766 1.276
H 1.337 0.621 2.189
*
```

For reference, the natural (NBO) charges in units of e are:
1 C 0.297
2 C -0.632
3 C -0.631
4 N -0.837
5 H 0.132
6 H 0.362
7 H 0.361
8 H 0.220
9 H 0.202
10 H 0.237
11 H 0.223
12 H 0.216
13 H 0.208
14 C -0.420
15 C 0.397
16 N -0.855
17 O -0.723
18 N -0.526
19 H 0.462
20 H 0.369
21 H 0.354
22 H 0.159
23 H 0.186
24 H 0.239

***

The least stable of them is model two.

***

Model one:
Entry from the OMol25 dataset: a gas-phase ion, C2H8N3O (charge +1) (ωB97M-V/def2-TZVPD).

Summary:
Orbital gap, eV: 10.159
Structure (SMILES): CON(N)C=[NH2+]

```
! RIJCOSX wB97M-V def2-TZVPD def2/J DEFGRID3
* xyz 1 1
C -0.894 -1.380 -1.412
C 0.292 1.321 0.047
N 0.388 -0.751 1.191
N -0.029 0.048 0.199
N 0.947 2.049 0.996
O 0.039 -0.410 -1.155
H -1.822 -0.915 -1.162
H -0.643 -2.432 -0.932
H -0.745 -1.540 -2.450
H -0.088 1.932 -0.848
H -0.159 -0.812 2.046
H 0.967 3.050 0.793
H 1.181 1.527 1.855
H 0.566 -1.686 0.832
*
```

For reference, the natural (NBO) charges in units of e are:
1 C -0.271
2 C 0.368
3 N -0.662
4 N 0.030
5 N -0.727
6 O -0.330
7 H 0.197
8 H 0.182
9 H 0.233
10 H 0.264
11 H 0.409
12 H 0.450
13 H 0.445
14 H 0.412

***

Model two:
Entry from the OMol25 dataset: 2 unconnected molecules or ions with the total composition C2H8N3O (ωB97M-V/def2-TZVPD).

Summary:
Orbital gap, eV: 10.675

```
! RIJCOSX wB97M-V def2-TZVPD def2/J DEFGRID3
* xyz 1 1
C 1.961 0.265 -0.101
C -1.656 -0.575 -0.693
N 2.553 0.938 0.908
N -1.851 0.708 -0.517
N -1.815 -1.517 0.207
O 0.777 -0.131 -0.075
H -1.116 -0.785 -1.573
H 3.453 1.356 0.837
H 2.010 1.052 1.831
H -1.672 1.148 0.332
H -1.502 1.163 -1.326
H -1.580 -2.341 -0.039
H 2.556 0.004 -0.945
H -2.119 -1.285 1.155
*
```

For reference, the natural (NBO) charges in units of e are:
1 C 0.538
2 C 0.440
3 N -0.792
4 N -0.697
5 N -0.653
6 O -0.721
7 H 0.232
8 H 0.419
9 H 0.418
10 H 0.423
11 H 0.416
12 H 0.403
13 H 0.147
14 H 0.425

***

The least stable of them is model one.

***

Model one:
Entry from the OMol25 dataset: a gas-phase ion, C4H12N3O (charge +1) (ωB97M-V/def2-TZVPD).

Summary:
Orbital gap, eV: 10.832
Structure (SMILES): CN(C=[NH2+])C[C@@H](N)O

```
! RIJCOSX wB97M-V def2-TZVPD def2/J DEFGRID3
* xyz 1 1
C 0.295 0.177 1.088
C 1.376 -0.659 0.352
C -1.682 0.041 -0.264
C -0.340 2.033 -0.380
N -0.655 0.724 0.146
N -2.025 -1.166 0.132
N 0.701 -1.494 -0.627
O 2.276 0.262 -0.209
H -0.217 -0.445 1.822
H 0.794 1.001 1.598
H 1.866 -1.302 1.096
H -2.359 0.539 -0.952
H -0.904 2.244 -1.287
H -0.568 2.803 0.361
H 0.727 2.070 -0.601
H -2.870 -1.591 -0.212
H -1.390 -1.750 0.658
H 0.633 -0.995 -1.511
H 1.213 -2.349 -0.818
H 3.128 -0.145 -0.393
*
```

For reference, the natural (NBO) charges in units of e are:
1 C -0.255
2 C 0.230
3 C 0.401
4 C -0.419
5 N -0.330
6 N -0.719
7 N -0.887
8 O -0.735
9 H 0.219
10 H 0.249
11 H 0.185
12 H 0.226
13 H 0.225
14 H 0.228
15 H 0.252
16 H 0.434
17 H 0.435
18 H 0.376
19 H 0.390
20 H 0.497

***

Model two:
Entry from the OMol25 dataset: a gas-phase ion, C4H12N3O (charge +1) (ωB97M-V/def2-TZVPD).

Summary:
Orbital gap, eV: 10.864
Structure (SMILES): NC(=O)CNCC[NH3+]

```
! RIJCOSX wB97M-V def2-TZVPD def2/J DEFGRID3
* xyz 1 1
N 0.445 -0.827 -1.928
C -0.622 -1.775 -1.521
C -1.308 -1.292 -0.168
N -1.257 0.174 -0.005
C -0.738 0.561 1.255
C 0.710 1.022 0.939
N 1.353 2.080 1.444
O 1.400 0.241 0.248
H -0.075 -0.059 -2.397
H 0.872 -0.413 -0.981
H 1.166 -1.284 -2.483
H -1.359 -2.138 -2.224
H -0.112 -2.736 -1.208
H -2.383 -1.751 -0.140
H -0.687 -1.745 0.669
H -2.249 0.519 -0.230
H -1.393 1.229 1.837
H -0.581 -0.197 2.110
H 2.336 2.162 1.305
H 0.918 2.726 2.089
*
```

For reference, the natural (NBO) charges in units of e are:
1 N -0.726
2 C -0.262
3 C -0.237
4 N -0.669
5 C -0.325
6 C 0.701
7 N -0.754
8 O -0.696
9 H 0.437
10 H 0.482
11 H 0.437
12 H 0.234
13 H 0.223
14 H 0.224
15 H 0.214
16 H 0.405
17 H 0.239
18 H 0.235
19 H 0.424
20 H 0.413

***

The least stable of them is model two.